56
Properties=species:S:1:pos:R:3:forces:R:3 method="wB97M-V/def2-TZVPD" total_energy_ev=-37942.17373 e_homo_ev=-14.9 charge=+2 orbital_gap_ev=3.1 lumo_energy_ev=-11.816 fmax_ev_per_a=3.50
H 2.67700 -1.29811 0.90465 -0.07 0.41 -0.19
Tl -0.91489 1.08175 0.28071 0.97 -1.15 -0.83
H 0.88893 1.15045 4.79628 -0.04 -0.08 0.15
H -0.07996 -3.45682 3.90327 -0.18 -0.10 -0.04
H -2.39701 4.33160 -4.04943 -0.43 0.68 0.11
H -2.18415 1.81349 -4.75189 0.30 0.26 0.28
H -3.74434 -2.46789 0.24482 0.14 0.00 0.00
H -3.76946 -3.84761 1.38509 -0.32 0.03 -0.06
C 2.94625 -1.77460 -0.04375 0.16 -0.15 0.42
H -3.84445 2.24756 -4.63569 0.03 0.64 0.30
H 1.65285 1.96010 -4.30851 -0.22 0.09 0.27
H -2.01786 -4.01785 2.63430 0.28 -0.09 0.11
H 1.05940 -0.60004 4.67393 0.02 -0.10 -0.45
H -3.28161 0.91707 -3.75904 0.30 0.10 0.56
H 3.46531 1.82548 3.57069 -0.26 -0.23 0.34
H 3.37315 1.11195 0.80749 -0.35 -0.11 0.12
C -2.99308 1.93274 -4.02807 -0.32 -1.00 -0.88
C -2.52881 5.09189 -2.03985 1.15 1.10 1.31
H -0.90957 -4.02007 -0.32335 -0.08 -0.17 -0.16
H 2.42942 0.46035 -3.86463 -0.01 -0.05 0.11
C -3.72676 -2.76418 1.29058 0.55 0.16 0.94
C 0.69451 -2.64784 -0.49584 0.22 -1.78 -0.10
H -2.46420 6.13235 -2.35351 -0.27 -0.24 -0.73
O 1.14873 0.23148 2.09559 0.01 0.31 -0.68
O -2.21851 -1.00794 1.84752 0.52 0.95 0.33
H 3.97294 -2.12025 0.05394 -0.13 -0.38 -0.12
C -0.04076 -3.90418 -0.97030 -0.22 0.63 0.03
C 1.27448 1.20123 -2.30057 -1.49 0.01 3.17
H -1.60167 4.97262 -1.46639 0.04 -0.28 -0.03
H 0.53562 -4.82523 -1.02495 0.19 0.12 0.34
H 0.43367 -2.63346 2.42760 -0.06 0.19 -0.09
H -0.56002 -1.77054 3.64922 0.38 0.13 -0.05
N 2.86472 1.50773 2.82739 0.52 0.27 -1.10
C 3.25122 1.94494 1.50028 0.66 0.17 -0.35
H 3.12666 1.97562 -3.30923 -0.22 0.05 0.63
H 2.46712 0.41074 5.04269 -0.14 -0.06 0.20
C 1.86123 0.66247 3.02367 -1.09 -0.40 0.95
O -2.53822 2.38580 -1.69733 -0.30 -0.68 0.16
H -4.55840 -2.27064 1.79240 -0.23 -0.27 -0.10
H -0.37349 -3.71750 -1.99236 -0.20 0.12 0.08
N -1.63877 -3.08937 2.53215 0.02 -0.21 0.16
C -0.37116 -2.72127 3.15734 -0.61 0.03 0.15
C -2.47359 -2.20939 1.96431 -0.26 -0.08 -1.82
O 0.12578 -1.58059 -0.33825 0.05 1.09 -0.35
C -2.68274 2.80979 -2.85323 0.00 0.10 0.76
H 2.56974 2.67152 1.05581 -0.24 -0.12 0.14
O 0.03729 1.23186 -2.44667 0.18 0.02 -0.74
N 2.01692 -2.85331 -0.28296 -0.34 0.22 0.02
H -3.31541 5.06569 -1.28606 -0.32 -0.49 -0.38
N -2.62881 4.12975 -3.08676 -0.05 -0.46 -0.90
H 2.26858 -3.82473 -0.19658 0.46 0.10 -0.26
O 1.84263 1.00326 -1.19404 0.54 0.21 -0.92
C 2.18955 1.46438 -3.50390 0.41 -0.38 -1.49
H 2.90930 -1.06837 -0.87226 -0.16 0.14 0.25
H 4.22868 2.42224 1.55185 -0.07 0.07 0.22
C 1.54601 0.34390 4.46185 0.59 0.63 0.23

51
Properties=species:S:1:pos:R:3:forces:R:3 method="wB97M-V/def2-TZVPD" total_energy_ev=-26745.30800 e_homo_ev=-9.2 charge=0 orbital_gap_ev=9.8 lumo_energy_ev=0.663 fmax_ev_per_a=4.34
H 3.15460 2.22558 4.42787 -0.12 0.01 0.36
H -0.18584 0.35745 0.35958 -0.28 -0.02 0.31
O 1.48170 0.39585 4.65162 -2.06 -1.01 3.68
O -2.52240 -1.00924 1.73690 0.28 0.13 0.32
H 1.60278 1.15913 1.20990 -0.21 0.25 0.21
H 3.99873 -1.04823 2.56142 0.11 0.09 -0.26
H -2.54533 0.18415 -7.22744 0.07 0.01 0.00
O -1.26873 1.24837 -6.05683 -0.18 0.05 0.01
H -0.59077 -0.52089 2.26829 0.16 0.20 0.31
C 1.72358 -0.63932 0.12226 -0.23 0.66 -0.37
H 0.21664 -0.00987 -1.26781 -0.22 -0.17 -0.41
O -0.53414 -1.60078 -0.27512 0.26 0.26 0.05
H 3.61957 1.82570 2.78440 0.06 0.05 -0.19
C -1.25925 1.92438 -3.72886 -0.30 0.27 0.15
H -2.70262 1.94481 -7.38000 -0.07 0.01 0.02
H -3.85511 -0.92919 3.33364 -0.28 -0.08 -0.09
H -1.25578 -3.08493 0.84574 -0.12 -0.24 -0.21
H 2.77543 -2.23507 2.09275 -0.01 -0.07 -0.45
C -1.19682 -1.40168 2.09060 -0.69 0.18 -0.48
C 2.99931 -1.43448 2.77959 -0.40 -0.36 0.97
H 0.35363 -2.63156 1.33298 0.28 0.15 -0.11
C -0.60128 -2.23244 0.98234 -0.68 -0.39 0.34
C -1.18657 2.35925 -5.17560 0.35 -0.20 -0.09
H 1.94163 -1.68866 0.26098 0.01 -0.22 0.12
H -2.04484 -0.31929 -2.42882 0.01 -0.09 -0.04
H 2.31129 -0.32492 -0.73290 0.23 -0.07 -0.24
N 1.97742 -0.38890 2.60001 0.61 0.61 -0.81
C 3.02067 -2.05169 4.18873 0.15 -0.06 -0.82
O -2.55126 1.44450 -3.39359 0.07 -0.15 -0.09
H -0.49496 1.16951 -3.51893 0.00 -0.03 -0.06
H -1.97087 3.08973 -5.39403 -0.04 -0.02 0.04
H 2.06277 2.59887 3.09327 -0.03 0.38 -0.12
H -3.34259 1.10496 -5.93732 -0.01 0.04 -0.01
C 2.78465 1.88767 3.47388 0.15 -0.40 -0.63
H 3.29140 -3.09250 4.07118 0.19 -0.29 0.13
C 2.17284 0.24044 1.27891 0.05 -0.50 0.14
H 2.04564 -2.01753 4.65080 -0.13 0.16 0.23
H -2.40610 0.00768 3.55705 0.30 0.11 0.10
H -1.26785 -1.98850 3.00329 0.42 -0.23 0.23
C -2.61106 0.02952 -3.29865 0.00 0.02 0.08
H 3.21645 0.53634 1.16329 0.26 -0.11 -0.17
C 2.03512 0.57399 3.64572 1.61 1.04 -2.46
H -3.65386 -0.25385 -3.16652 -0.01 0.09 0.02
H -1.06210 2.79274 -3.09026 0.05 0.00 -0.02
H -2.22872 -0.44872 -4.20434 0.04 0.00 0.02
C 0.24110 -0.42233 -0.26902 0.54 -0.19 0.16
H 3.78462 -1.57466 4.78615 -0.11 0.15 0.46
H -3.58560 0.59190 2.40707 -0.36 0.08 0.01
H -0.21781 2.83885 -5.35222 -0.02 0.03 0.02
C -2.53661 1.12276 -6.67546 0.06 -0.04 0.00
C -3.13270 -0.30489 2.81353 0.24 -0.06 -0.36

55
Properties=species:S:1:pos:R:3:forces:R:3 method="wB97M-V/def2-TZVPD" total_energy_ev=-53279.38435 e_homo_ev="-8.9 / -8.9" charge=0 orbital_gap_ev="8.7 / 8.7" lumo_energy_ev="-0.246 / -0.246" fmax_ev_per_a=0.73
Te -1.33999 0.15874 0.48042 0.08 0.24 -0.06
C -1.80482 0.25197 -1.58563 -0.03 0.03 -0.06
H 3.33673 -0.99986 0.20208 -0.07 0.01 0.02
O 2.91538 -1.03913 3.75885 -0.03 0.00 0.03
Pd 0.58717 -1.48663 0.58772 -0.33 -0.50 0.42
Si -0.44704 0.52961 -2.87374 0.04 0.06 -0.09
H 0.06077 2.32636 -0.15467 0.02 -0.01 -0.01
N 1.28682 -3.29030 1.48275 0.12 0.44 -0.36
H 0.96399 -1.46980 -2.43770 0.01 0.01 0.03
C 1.61251 -2.80900 2.83747 -0.06 -0.03 0.09
H 2.80625 -4.74896 1.32294 -0.04 -0.01 0.00
H 1.59122 -0.06211 -1.57313 -0.01 -0.01 -0.03
H 4.35816 -3.44633 -0.00141 0.00 0.00 0.02
C -1.18858 -0.06206 -4.48838 0.03 0.01 0.03
C 3.56823 -2.91069 0.53151 -0.06 -0.04 0.08
O -1.55575 -4.63058 -0.31505 0.04 -0.02 -0.01
H 0.50494 2.74561 -2.17099 0.01 0.01 0.01
H 0.53791 2.53728 -3.91303 0.00 0.00 -0.01
H 0.28269 -5.17742 1.39436 0.01 0.01 0.01
O 3.12407 -1.81893 -0.25878 0.24 -0.02 -0.10
H -2.11301 0.47013 -4.72196 -0.01 0.00 0.00
C 1.12804 -0.39326 -2.50570 -0.05 0.04 -0.02
C -3.09236 3.44860 -0.02485 0.02 -0.02 0.02
C -0.06528 2.36370 -3.01887 -0.04 -0.03 0.01
C 0.06625 -4.10760 1.33881 -0.03 -0.10 0.11
H 3.98536 -2.56604 1.48124 0.00 0.00 0.00
Si -1.71253 3.41530 1.24218 0.01 0.01 0.00
H -3.83508 4.20482 0.23718 0.00 0.02 0.00
C -2.39856 3.01247 2.93408 0.00 0.01 -0.03
O 1.71328 -0.55063 1.94603 -0.07 0.13 0.02
H 0.68776 -2.79159 3.41651 0.02 -0.04 0.02
H 0.28932 1.92803 1.53826 -0.02 -0.02 0.03
H -3.61273 2.48919 -0.07958 -0.01 0.00 0.00
C 2.15043 -1.35982 2.87750 0.12 -0.06 -0.07
H -3.21014 3.69383 3.19698 0.00 0.01 0.01
H -1.41498 -1.12908 -4.44182 -0.01 0.00 0.00
H 2.05299 -4.23487 -0.19778 -0.01 0.03 0.00
H -0.42149 5.29791 0.26885 0.00 0.00 -0.01
H 1.84371 -0.20238 -3.30980 0.01 -0.03 -0.01
H -0.49484 0.09611 -5.31671 0.01 0.01 -0.01
H -2.79786 1.99651 2.97001 -0.01 0.00 0.00
C -0.82022 5.05864 1.25682 -0.01 -0.02 0.01
C 2.42386 -3.88250 0.76654 0.09 -0.08 0.02
H -2.71045 3.68907 -1.01971 0.00 -0.01 -0.01
H 2.31933 -3.46369 3.35278 0.02 0.00 -0.05
H -2.27042 -0.72018 -1.76823 0.05 -0.03 0.01
H -2.58569 1.00651 -1.70314 -0.02 -0.01 0.03
C -0.46801 2.08131 0.76554 0.03 0.01 -0.06
C -0.71751 -3.83392 0.03643 0.10 -0.13 -0.06
H -0.97406 2.96233 -3.11368 -0.01 0.00 0.00
H 0.01438 5.04632 1.96033 0.00 0.00 0.01
H -1.62685 3.09980 3.70137 0.01 -0.02 0.00
O -0.42590 -2.72708 -0.59684 -0.18 0.19 0.01
H -1.49287 5.86694 1.55079 0.00 0.01 0.00
H -0.61450 -3.86265 2.15484 0.03 -0.02 0.02

55
Properties=species:S:1:pos:R:3:forces:R:3 method="wB97M-V/def2-TZVPD" total_energy_ev=-42334.02035 e_homo_ev=-16.8 charge=+2 orbital_gap_ev=7.4 lumo_energy_ev=-9.445 fmax_ev_per_a=0.42
H 2.62401 0.50575 -2.03265 0.00 0.02 -0.02
C 1.11804 1.39373 1.18173 0.04 0.02 -0.05
H -3.81435 -3.45993 -1.25425 0.01 -0.01 -0.01
H 1.13849 2.38233 -2.75665 0.03 -0.02 -0.01
H -5.81663 2.26628 -0.49211 -0.01 0.00 -0.01
H 0.11347 1.46412 1.59327 -0.02 0.00 -0.02
C -4.86418 0.63315 1.57988 -0.03 0.10 0.04
H -4.40914 -1.84353 -1.70159 0.01 0.01 -0.02
C -1.45081 -3.37978 -2.66102 0.00 0.03 0.00
H 1.61447 -2.91794 -1.77105 0.01 -0.01 0.00
C -5.16198 1.44427 -0.78108 0.02 0.04 0.05
H -0.41841 -3.05214 -2.78077 0.00 0.02 -0.02
H -0.22038 1.26930 -2.92935 0.01 0.02 -0.03
H -1.22568 -0.73494 -3.34695 0.02 -0.02 -0.01
H -4.16237 0.50457 2.40660 -0.01 -0.04 -0.01
C 1.68215 0.32767 -2.55624 0.04 -0.03 0.01
C 2.72175 -0.46279 0.92821 -0.04 -0.02 0.04
H 3.20114 -0.07049 1.82239 0.00 -0.02 0.01
H -2.63879 -1.34858 -4.19077 -0.02 0.01 -0.01
H 3.01403 -1.80080 -1.77771 0.01 -0.02 0.00
H -1.77773 -3.76958 -3.62524 -0.01 -0.02 0.00
O -1.30209 -0.79388 1.16223 -0.18 -0.03 -0.27
H 2.72161 -1.54862 0.96114 0.01 0.00 -0.02
Au -0.07348 -0.85840 -0.32938 -0.14 -0.10 0.38
H 1.01367 3.21449 0.06454 0.01 0.00 0.00
H -4.16977 -3.06906 -2.94232 -0.01 -0.01 0.00
O -3.25236 0.12342 -0.23559 0.15 -0.21 -0.02
O -3.52447 -2.12247 1.09335 0.03 0.00 -0.08
O -1.80001 -1.75167 -0.89457 0.02 -0.10 -0.04
H -2.53068 2.09368 1.37933 -0.01 -0.01 0.01
C -3.77316 -2.67427 -2.00561 0.01 0.00 -0.04
P -2.69150 -1.16129 0.40932 0.23 0.16 0.23
C 2.05593 -2.04151 -2.23573 -0.06 0.02 0.01
H 3.22096 -0.08697 0.03638 0.01 0.00 0.01
H -5.36993 -0.31191 1.38914 0.02 0.02 -0.03
H -2.86052 -0.21197 -2.85346 -0.01 -0.01 0.01
O 0.29460 1.59616 -1.01468 0.03 0.08 -0.04
H -2.78993 2.71312 -0.27051 -0.01 -0.02 -0.02
H -5.78293 0.57049 -0.97687 0.01 -0.01 0.01
H 2.17208 -2.19808 -3.30635 0.02 -0.01 0.01
C -3.28334 2.35799 0.63406 -0.03 0.02 0.07
C 0.69621 1.45970 -2.37285 -0.02 -0.03 0.02
H -3.88272 3.17147 1.04271 0.00 0.01 -0.01
H -5.61636 1.35750 1.89289 0.03 0.01 0.04
H 1.84367 1.71233 1.92847 -0.01 0.02 0.00
H -4.64088 1.73047 -1.69481 0.01 0.01 0.01
C -4.18256 1.17616 0.34231 -0.16 -0.04 -0.05
O 1.12902 -0.92909 -2.04687 0.00 0.08 0.09
O 1.33072 -0.04080 0.96308 0.09 0.09 -0.25
C -2.26212 -1.04766 -3.21294 0.02 0.00 0.01
H 2.26110 2.10404 -0.51752 0.00 -0.01 0.00
H -1.50349 -4.18504 -1.93036 -0.01 0.00 0.01
C -2.35261 -2.23248 -2.28589 -0.06 0.01 -0.05
H 1.89695 0.16969 -3.61400 -0.02 0.02 0.00
C 1.24681 2.16278 -0.11479 -0.03 -0.06 0.07